Entry from OMol25: C43H76N4O4PRb as an isolated structure at a distorted geometry (ωB97M-V/def2-TZVPD).

Geometry (Å):
Rb 0.49 -0.80 0.77
C -4.15 1.26 -0.09
C -3.69 -0.13 0.36
N -2.40 -0.56 -0.17
C -2.41 -1.28 -1.43
C -2.41 -0.39 -2.67
N -1.24 0.46 -2.72
C -1.48 1.82 -3.13
C -0.20 2.63 -3.30
C 0.89 2.28 -2.28
N 0.48 2.17 -0.89
C 0.16 3.35 -0.12
C -1.34 3.65 0.04
N -2.00 2.42 0.39
C -3.44 2.44 0.59
H -5.22 1.35 0.12
H -4.03 1.36 -1.17
H -4.48 -0.85 0.10
H -3.61 -0.12 1.45
H -1.97 -1.16 0.52
H -3.25 -1.99 -1.48
H -1.49 -1.87 -1.47
H -3.30 0.24 -2.71
H -2.47 -1.05 -3.55
H -0.43 0.00 -3.13
H -2.10 2.29 -2.35
H -2.07 1.90 -4.07
H -0.46 3.70 -3.25
H 0.22 2.46 -4.30
H 1.70 3.02 -2.35
H 1.32 1.32 -2.55
H -0.27 1.49 -0.84
H 0.67 4.22 -0.55
H 0.57 3.24 0.90
H -1.76 4.00 -0.91
H -1.46 4.46 0.78
H -1.55 1.94 1.16
H -3.83 3.37 0.17
H -3.69 2.44 1.66
C -2.29 -1.38 4.12
C -1.08 -0.67 4.37
C -1.40 0.73 4.30
C -2.78 0.80 3.98
C -3.34 -0.48 3.89
C -4.82 -0.82 3.86
C -5.07 -2.21 3.27
C -5.35 -0.82 5.31
C -5.62 0.22 3.07
C -0.70 2.05 4.66
C 0.83 2.02 4.71
C -1.19 2.52 6.04
C -1.05 3.14 3.63
C 0.14 -1.46 4.87
C 0.35 -1.23 6.37
C -0.09 -2.97 4.69
C 1.45 -1.16 4.12
H -2.39 -2.45 4.12
H -3.34 1.73 3.88
H -4.61 -2.98 3.89
H -4.65 -2.29 2.27
H -6.14 -2.42 3.21
H -4.80 -1.55 5.91
H -6.42 -1.08 5.34
H -5.22 0.16 5.76
H -5.27 0.28 2.04
H -5.52 1.21 3.52
H -6.68 -0.05 3.06
H 1.21 1.37 5.49
H 1.20 3.03 4.92
H 1.26 1.71 3.75
H -0.92 1.80 6.81
H -2.27 2.62 6.04
H -0.74 3.49 6.31
H -0.68 2.86 2.64
H -0.57 4.09 3.91
H -2.12 3.30 3.55
H -0.53 -1.55 6.92
H 0.50 -0.17 6.60
H 1.22 -1.78 6.74
H -0.95 -3.31 5.27
H 0.79 -3.51 5.03
H -0.26 -3.23 3.64
H 1.84 -0.17 4.35
H 1.28 -1.19 3.05
H 2.23 -1.88 4.36
O 1.55 -4.08 -1.81
C 1.02 -3.05 -1.37
O 0.19 -2.96 -0.41
C 1.39 -1.67 -1.98
O 1.03 -1.38 -3.14
O 2.01 -0.91 -1.18
C 7.04 -0.02 1.95
C 5.58 0.39 2.09
C 4.96 -0.46 3.20
C 5.47 1.85 2.52
P 4.43 0.10 0.60
C 4.87 -1.63 0.17
C 5.98 -2.04 -0.56
C 6.17 -3.38 -0.87
C 5.25 -4.33 -0.46
C 4.15 -3.94 0.29
C 3.97 -2.60 0.61
C 4.98 1.18 -0.86
C 6.46 1.55 -1.01
C 4.52 0.50 -2.16
C 4.16 2.47 -0.70
H 7.55 0.11 2.92
H 7.58 0.57 1.21
H 7.13 -1.08 1.68
H 5.51 -0.30 4.14
H 4.99 -1.53 2.96
H 3.92 -0.19 3.37
H 5.92 1.97 3.51
H 4.43 2.17 2.58
H 6.00 2.52 1.84
H 6.70 -1.31 -0.91
H 7.03 -3.68 -1.46
H 5.37 -5.37 -0.74
H 3.39 -4.66 0.57
H 3.11 -2.31 1.19
H 7.10 0.68 -1.12
H 6.83 2.15 -0.18
H 6.57 2.15 -1.92
H 5.11 -0.38 -2.40
H 4.63 1.22 -2.98
H 3.47 0.19 -2.09
H 4.31 3.11 -1.58
H 4.45 3.04 0.18
H 3.09 2.23 -0.62

## Properties
Orbital gap in eV: 5.461
Net charge: -2
Molecular weight in g mol⁻¹: 829.5
LUMO in eV: 3.8